12
Properties=species:S:1:pos:R:3:forces:R:3 method="wB97M-V/def2-TZVPD" multiplicity=1 homo_lumo_gap_ev=7.077 relative_energy_kcal_mol=133.8 energy_ha=-647.01552
C 1.26545 0.33638 1.92357 -1.135 -0.019 0.044
C -0.43246 -0.05266 0.19502 0.480 0.680 0.779
C 1.28228 0.20739 0.66515 -0.385 0.645 -2.170
C -1.28445 -0.79956 0.84493 -3.171 -0.449 0.711
O 1.77023 0.43386 -0.43192 1.778 -0.380 0.233
O -0.66557 0.65289 -0.87624 -0.309 0.090 1.168
P 0.38698 0.89966 -2.17892 2.046 -0.510 0.249
H 1.00495 0.17269 2.91996 -0.183 -0.340 0.944
H -2.39112 -0.77913 0.48144 2.220 -0.347 0.278
H -1.16267 -1.28288 1.82022 0.472 0.323 -0.640
H -0.57276 0.68307 -3.09822 -1.834 -0.231 -1.124
H 0.79913 -0.47170 -2.26499 0.021 0.539 -0.472